The molecule C7H12Si at a distorted geometry. Source: the OMol25 dataset; level of theory: ωB97M-V/def2-TZVPD.

Positions of all 20 atoms, in Å:
C (-2.9832, -1.0571, -0.6758)
C (-2.0693, -1.1020, 0.2972)
C (-1.6514, -1.1571, 1.6252)
C (-0.7188, -0.4037, 0.9121)
Si (0.7362, 0.3209, 0.1390)
C (1.1839, -0.7357, -1.4564)
C (2.2256, 0.1926, 1.3574)
C (0.2396, 2.1065, -0.3574)
H (-2.6243, -0.5092, -1.6143)
H (-3.9245, -1.5880, -0.5851)
H (-2.0094, -1.4830, 2.5825)
H (2.0775, -0.3798, -2.1173)
H (1.1745, -1.8333, -1.2734)
H (0.3965, -0.4990, -2.2626)
H (2.9572, 0.9368, 0.9503)
H (1.8887, 0.5473, 2.4535)
H (2.7654, -0.6770, 1.3676)
H (0.9108, 2.4418, -1.1066)
H (-0.8018, 2.1425, -0.7947)
H (0.2268, 2.7366, 0.5588)

Summary:
E_tot in eV: -15327.60075
HOMO level in eV: -8.14
SMILES string: C=C1C=C1[Si](C)(C)C
Largest force on an atom in eV Å⁻¹: 6.5